C24H32N2O4S as an isolated structure. Source: the Open Molecules 2025 dataset; level of theory: ωB97M-V/def2-TZVPD.

Last column: Mulliken charge in e.
Atoms and positions in Å:
C: -6.75 -0.42 0.86  -1.415
C: -5.32 0.14 0.40  0.923
C: -4.95 1.51 0.79  -0.291
C: -3.83 1.93 0.43  -0.806
C: -3.00 1.04 -0.48  0.028
C: -3.42 -0.14 -0.71  0.528
C: -4.68 -0.71 -0.22  -1.166
H: -4.89 -1.55 -0.84  0.460
H: -2.72 -0.58 -1.46  0.299
S: -1.41 1.83 -0.84  1.412
O: -1.24 3.29 -0.09  -0.694
O: -1.50 2.04 -2.37  -0.758
N: -0.43 0.44 -0.47  0.334
C: 0.72 0.44 -1.15  -0.316
H: 0.37 0.52 -2.34  0.379
C: 1.84 1.22 -0.75  -1.397
N: 2.69 0.68 0.35  0.675
C: 2.12 0.87 1.63  0.672
O: 2.90 0.71 2.47  -0.611
C: 0.71 1.50 1.81  -0.781
H: 0.58 2.43 1.15  0.295
H: 0.42 1.63 2.92  0.383
C: -0.30 0.61 1.12  -0.783
H: -1.34 0.75 1.67  0.497
H: -0.02 -0.37 1.05  0.331
C: 4.02 0.19 0.12  -1.403
C: 3.75 -1.35 -0.62  -1.105
O: 2.67 -1.65 -0.07  -0.008
C: 2.14 -3.05 -0.55  -1.232
C: 0.80 -3.24 -0.25  0.418
C: 0.38 -3.08 0.96  0.032
C: -1.00 -3.30 1.22  -0.507
C: -1.89 -3.33 0.37  0.205
C: -1.56 -3.52 -1.00  -0.675
C: -0.23 -3.37 -1.31  -0.406
H: 0.14 -3.10 -2.32  0.297
H: -2.25 -3.46 -1.93  0.288
H: -2.97 -3.41 0.88  0.225
H: -1.28 -3.22 2.40  0.149
H: 1.01 -2.97 1.87  0.355
H: 2.91 -3.93 -0.13  0.206
H: 2.22 -2.87 -1.51  0.686
H: 3.46 -1.03 -1.66  0.396
H: 4.59 -1.93 -0.50  0.715
H: 4.15 -0.01 1.08  0.927
C: 5.16 1.00 -0.53  1.080
C: 5.12 2.31 0.24  -1.543
H: 5.97 2.89 -0.17  0.468
H: 5.25 2.36 1.16  0.594
H: 3.97 3.01 0.13  0.109
C: 6.41 0.46 -0.49  -2.102
H: 6.66 0.21 0.54  0.387
H: 6.61 -0.44 -1.13  0.287
H: 7.21 1.01 -0.72  0.643
H: 4.88 1.16 -1.45  0.393
H: 2.63 1.32 -1.51  0.328
H: 1.53 2.22 -0.82  0.655
H: 0.89 -0.69 -0.99  -0.372
H: -3.55 3.04 0.79  0.176
H: -5.64 1.98 1.73  0.123
H: -7.49 -0.21 -0.05  0.276
H: -7.08 -0.05 1.84  0.394
H: -6.72 -1.50 0.75  0.342

Properties
ΔE to the lowest compared entry with this formula, charge and spin = 18.178 eV
E_HOMO = -8.595 eV
Net charge = 0

One molecule with the formula C24H32N2O6. Source: the Open Molecules 2025 dataset; level of theory: ωB97M-V/def2-TZVPD.

Last column: Mulliken charge in e.
Atoms and positions in Å:
C: 4.41 0.49 -2.44  -0.883
C: 5.07 0.39 -1.08  -0.162
O: 4.74 -0.86 -0.45  -0.361
C: 3.76 -0.87 0.45  0.172
O: 3.21 0.12 0.87  -0.582
C: 3.46 -2.30 0.86  0.608
C: 2.87 -2.41 2.27  -1.290
C: 1.45 -1.85 2.34  -0.460
C: 0.57 -2.48 1.27  -0.513
N: 1.16 -2.27 -0.04  0.103
C: 0.81 -1.28 -0.90  0.409
O: 1.53 -0.95 -1.82  -0.696
C: -0.55 -0.70 -0.70  0.161
C: -1.65 -1.45 -0.93  0.007
N: -2.92 -0.96 -0.85  0.223
C: -4.03 -1.87 -1.07  -1.609
C: -4.22 -2.85 0.09  1.227
C: -5.40 -3.77 -0.21  -1.663
C: -4.43 -2.11 1.41  -1.459
C: -3.19 0.36 -0.53  0.890
O: -4.35 0.76 -0.48  -0.735
C: -2.02 1.19 -0.29  -1.146
C: -2.23 2.54 0.04  -0.639
C: -1.17 3.38 0.29  0.947
O: -1.26 4.69 0.61  -0.476
C: -2.54 5.26 0.69  -0.938
C: 0.16 2.86 0.22  1.143
O: 1.14 3.76 0.48  -0.516
C: 2.48 3.33 0.36  -0.814
C: 0.36 1.54 -0.10  -0.054
C: -0.72 0.69 -0.36  -0.506
C: 2.46 -2.88 -0.17  -1.503
H: 3.33 0.32 -2.35  0.130
H: 4.58 1.47 -2.87  0.386
H: 4.81 -0.27 -3.11  0.324
H: 6.16 0.40 -1.16  0.338
H: 4.74 1.20 -0.42  0.177
H: 4.39 -2.86 0.78  0.510
H: 2.85 -3.47 2.55  0.438
H: 3.51 -1.89 2.98  0.400
H: 1.49 -0.77 2.18  0.168
H: 1.03 -2.03 3.33  0.440
H: 0.48 -3.56 1.43  0.382
H: -0.43 -2.03 1.29  0.129
H: -1.57 -2.49 -1.22  0.489
H: -4.92 -1.24 -1.16  0.462
H: -3.87 -2.41 -2.00  0.360
H: -3.31 -3.47 0.18  0.156
H: -6.31 -3.19 -0.29  0.356
H: -5.25 -4.31 -1.14  0.396
H: -5.53 -4.50 0.59  0.406
H: -4.61 -2.81 2.22  0.467
H: -3.56 -1.50 1.66  0.266
H: -5.29 -1.44 1.32  0.338
H: -3.25 2.88 0.09  0.597
H: -2.39 6.31 0.95  0.242
H: -3.15 4.78 1.47  0.363
H: -3.07 5.20 -0.26  0.364
H: 2.70 2.50 1.04  0.263
H: 2.70 3.02 -0.67  0.336
H: 3.09 4.19 0.62  0.342
H: 1.36 1.13 -0.15  0.051
H: 2.36 -3.96 0.00  0.460
H: 2.82 -2.71 -1.18  0.581

Properties
ΔE to the lowest compared entry with this formula, charge and spin = 0.769 eV
E_HOMO = -7.628 eV
Net charge = 0

One molecule with the formula C24H32N2O7S2. Source: the Open Molecules 2025 dataset; level of theory: ωB97M-V/def2-TZVPD.

Last column: Mulliken charge in e.
Atoms and positions in Å:
C: 4.45 4.63 -0.03  -0.533
O: 5.30 3.78 0.72  -0.362
C: 5.81 2.68 0.00  -0.792
C: 4.74 1.68 -0.46  -0.393
C: 3.86 1.24 0.71  -0.996
N: 2.71 0.50 0.26  0.237
C: 1.62 1.12 -0.20  -0.715
O: 1.46 2.33 -0.18  -0.720
C: 0.53 0.24 -0.75  0.501
C: -0.76 0.49 -0.30  -0.931
C: -1.83 -0.21 -0.83  0.135
S: -3.45 -0.02 -0.10  1.604
O: -3.41 -0.56 1.23  -0.819
O: -4.42 -0.57 -1.00  -0.748
N: -3.54 1.64 0.04  -0.026
C: -3.82 2.32 -1.21  -0.598
C: -5.33 2.36 -1.49  -0.546
O: -6.03 2.92 -0.40  -0.423
C: -5.81 2.19 0.79  -0.430
C: -4.32 2.16 1.15  -0.739
C: -1.66 -1.09 -1.88  -0.913
C: -0.38 -1.34 -2.34  -0.489
C: 0.72 -0.74 -1.73  0.863
S: 2.33 -1.31 -2.20  -0.180
C: 2.18 -3.13 -1.79  -0.932
C: 1.01 -3.41 -0.92  -0.047
C: -0.10 -4.09 -1.41  -0.489
C: -1.23 -4.22 -0.64  -1.164
C: -1.29 -3.63 0.61  -0.248
C: -0.19 -2.96 1.14  0.973
O: -0.20 -2.33 2.35  -0.307
C: -1.40 -2.30 3.09  -0.655
C: 0.99 -2.90 0.38  0.679
O: 2.16 -2.30 0.79  -0.400
C: 2.48 -2.25 2.16  -1.114
H: 4.30 5.51 0.59  0.238
H: 4.92 4.92 -0.97  0.304
H: 3.48 4.16 -0.23  0.154
H: 6.50 2.20 0.69  0.368
H: 6.37 3.03 -0.88  0.404
H: 5.23 0.82 -0.91  0.337
H: 4.10 2.14 -1.21  0.340
H: 4.43 0.62 1.41  0.423
H: 3.51 2.13 1.24  0.447
H: 2.79 -0.50 0.15  0.022
H: -0.93 1.22 0.47  0.643
H: -3.31 1.77 -2.01  0.282
H: -3.42 3.33 -1.15  0.426
H: -5.55 2.99 -2.35  0.388
H: -5.69 1.33 -1.67  0.313
H: -6.39 2.68 1.56  0.381
H: -6.16 1.15 0.66  0.308
H: -4.14 1.51 2.00  0.403
H: -3.97 3.17 1.36  0.360
H: -2.52 -1.58 -2.30  0.573
H: -0.22 -2.02 -3.16  0.606
H: 3.12 -3.35 -1.30  0.468
H: 2.11 -3.67 -2.74  0.453
H: -0.06 -4.52 -2.40  0.396
H: -2.09 -4.76 -1.01  0.397
H: -2.21 -3.68 1.17  0.455
H: -2.20 -1.79 2.54  0.143
H: -1.73 -3.30 3.38  0.392
H: -1.16 -1.73 3.99  0.274
H: 2.23 -3.19 2.67  0.446
H: 3.56 -2.09 2.21  0.325
H: 1.96 -1.43 2.67  0.248

Properties
ΔE to the lowest compared entry with this formula, charge and spin = 0.258 eV
E_HOMO = -8.453 eV
Net charge = 0

An isolated ion of composition C24H32N3O and charge +1. Source: the Open Molecules 2025 dataset; level of theory: ωB97M-V/def2-TZVPD.

Last column: Mulliken charge in e.
Atoms and positions in Å:
C: -3.04 5.46 3.64  -1.432
C: -2.41 4.97 2.37  0.949
C: -1.89 5.88 1.46  -1.103
C: -1.31 5.45 0.28  -0.969
C: -1.24 4.09 -0.01  0.759
N: -0.64 3.72 -1.23  -0.060
C: -0.37 2.51 -1.72  0.724
O: -0.62 1.46 -1.13  -0.840
C: 0.30 2.51 -3.08  -0.767
C: 1.77 2.03 -2.96  -1.017
N: 1.81 0.69 -2.44  0.095
C: 1.65 -0.44 -3.30  -0.948
C: 0.61 -1.39 -2.64  -0.558
N: 0.42 -0.95 -1.24  0.556
C: -0.55 -1.79 -0.49  -1.073
C: -0.08 -3.20 -0.30  -0.488
C: 0.39 -3.66 0.86  -0.053
C: 0.85 -5.00 1.16  0.764
C: 0.78 -6.05 0.24  -0.352
C: 1.24 -7.31 0.57  -0.671
C: 1.78 -7.55 1.82  -0.454
C: 1.85 -6.52 2.75  -0.567
C: 1.39 -5.26 2.42  -0.497
C: 1.73 -0.83 -0.58  -0.495
C: 2.48 0.37 -1.21  -0.943
C: -1.76 3.18 0.90  -0.677
C: -2.35 3.61 2.08  0.765
C: -2.91 2.60 3.03  -1.613
H: -4.08 5.15 3.69  0.331
H: -2.53 5.04 4.50  0.329
H: -3.00 6.54 3.70  0.376
H: -1.94 6.94 1.67  0.349
H: -0.91 6.18 -0.42  0.383
H: -0.39 4.52 -1.80  0.187
H: 0.28 3.49 -3.54  0.394
H: -0.24 1.81 -3.73  0.318
H: 2.31 2.69 -2.28  0.414
H: 2.24 2.09 -3.94  0.428
H: 1.30 -0.12 -4.28  0.401
H: 2.60 -0.97 -3.44  0.390
H: -0.35 -1.33 -3.15  0.453
H: 0.96 -2.42 -2.66  0.399
H: 0.03 0.06 -1.29  0.156
H: -1.49 -1.77 -1.04  0.445
H: -0.70 -1.31 0.48  0.464
H: -0.17 -3.85 -1.15  0.422
H: 0.44 -2.97 1.71  0.321
H: 0.36 -5.89 -0.74  0.299
H: 1.18 -8.11 -0.15  0.391
H: 2.14 -8.53 2.08  0.390
H: 2.27 -6.70 3.73  0.391
H: 1.45 -4.46 3.14  0.325
H: 1.58 -0.67 0.49  0.418
H: 2.28 -1.77 -0.71  0.438
H: 2.44 1.23 -0.54  0.432
H: 3.54 0.10 -1.36  0.387
H: -1.72 2.13 0.67  0.501
H: -2.42 2.67 4.00  0.345
H: -3.97 2.79 3.20  0.335
H: -2.79 1.59 2.65  0.351

Properties
ΔE to the lowest compared entry with this formula, charge and spin = 1.792 eV
E_HOMO = -10.829 eV
Net charge = +1

C24H32N3O6S2 as an isolated structure. Source: the Open Molecules 2025 dataset; level of theory: ωB97M-V/def2-TZVPD.

Last column: Mulliken charge in e.
Atoms and positions in Å:
C: 4.91 4.60 1.07  -1.073
C: 5.08 3.89 -0.37  -0.286
H: 5.96 4.31 -0.96  0.362
H: 4.07 4.05 -0.97  0.257
O: 5.13 2.31 -0.35  -0.271
C: 3.96 1.66 0.05  1.025
O: 2.79 2.09 0.18  -0.843
C: 4.26 0.35 0.05  -0.631
C: 3.18 -0.54 0.24  -0.233
N: 1.96 -0.24 0.37  0.154
C: 0.87 -0.90 0.57  0.610
O: 1.05 -2.20 0.57  -0.702
C: -0.44 -0.74 0.49  0.645
C: -0.78 0.84 0.27  -0.676
C: -2.14 1.14 0.16  -0.626
C: -3.16 0.22 0.84  0.407
C: -2.74 -1.20 1.16  -0.601
C: -1.49 -1.49 1.12  -1.240
H: -1.05 -2.33 1.25  0.899
H: -3.57 -1.65 1.60  0.666
S: -4.82 0.79 0.72  1.300
O: -5.69 0.06 1.80  -0.691
O: -4.92 2.32 0.87  -0.660
N: -5.50 0.42 -0.73  -0.190
C: -4.67 1.21 -2.19  -0.873
H: -4.48 2.11 -1.68  0.404
H: -5.18 0.80 -2.90  0.484
H: -3.65 0.75 -2.07  0.431
C: -5.78 -1.10 -0.99  -1.202
H: -5.30 -1.41 -2.01  0.424
H: -5.16 -1.53 -0.39  0.523
C: -7.27 -1.33 -1.11  -0.332
H: -7.55 -1.79 -1.86  0.986
C: -7.68 -2.18 0.26  -0.442
H: -7.75 -3.19 0.13  0.475
H: -6.92 -1.63 1.13  0.189
C: -8.99 -1.41 0.43  -0.765
H: -9.30 -1.49 1.91  0.289
C: -8.76 0.08 0.22  -0.174
H: -9.75 0.72 0.01  0.201
H: -8.14 0.49 1.17  0.189
O: -8.03 0.03 -0.71  -0.535
H: -9.89 -1.88 0.00  0.303
H: -6.48 0.61 -0.85  0.615
H: -2.52 2.22 -0.03  0.317
H: 0.10 1.39 -0.11  0.310
H: 1.89 0.71 0.33  -0.006
S: 3.87 -2.35 0.54  -0.229
C: 5.43 -1.60 0.25  1.144
C: 5.41 -0.28 0.24  0.718
C: 6.92 0.32 -0.01  -1.516
H: 7.00 1.19 0.63  0.481
C: 8.18 -0.69 0.29  -1.576
N: 7.82 -2.15 -0.05  -0.051
C: 7.92 -2.20 -1.48  -0.801
H: 8.76 -1.58 -1.73  0.329
H: 6.93 -1.70 -2.16  0.126
H: 7.73 -3.18 -1.85  0.371
C: 6.58 -2.56 0.43  -1.890
H: 6.46 -3.59 0.17  0.635
H: 6.82 -2.99 1.37  0.583
H: 9.01 -0.40 0.12  0.812
H: 8.09 -0.85 1.41  0.348
H: 6.86 0.59 -0.89  1.074
H: 4.00 4.16 1.57  0.273
H: 4.83 5.60 0.86  0.438
H: 5.75 4.29 1.62  0.318

Properties
ΔE to the lowest compared entry with this formula, charge and spin = 23.157 eV
E_HOMO = -9.858 eV
Net charge = +1

C24H32N6O3S as an isolated structure. Source: the Open Molecules 2025 dataset; level of theory: ωB97M-V/def2-TZVPD.

Last column: Mulliken charge in e.
Atoms and positions in Å:
C: 4.97 1.99 1.14  -0.714
C: 4.06 2.73 0.47  -0.702
C: 2.88 1.95 -0.10  0.705
C: 1.63 2.03 0.45  -0.092
O: 1.42 2.83 1.53  -0.566
C: 0.53 1.25 -0.11  -0.687
N: -0.82 1.28 0.36  0.721
C: -1.04 0.37 1.48  0.212
C: -1.90 -0.86 1.15  -0.748
O: -0.61 0.54 2.59  -0.477
C: -1.36 2.62 0.59  0.547
C: -1.93 3.28 -0.68  -1.086
O: -1.41 3.18 1.64  -0.478
C: 0.76 0.45 -1.20  0.018
C: 2.05 0.35 -1.81  0.004
N: 2.38 -0.41 -2.87  -0.524
S: 3.94 -0.07 -3.11  0.092
N: 4.31 1.00 -1.93  -0.680
C: 3.15 1.14 -1.27  0.946
H: 5.46 2.35 2.05  0.301
H: 5.13 0.98 0.75  0.247
H: 4.18 3.80 0.30  0.362
H: 1.54 2.34 2.36  0.306
H: -1.85 -1.62 1.93  0.302
H: -1.53 -1.22 0.17  -0.009
H: -2.93 -0.50 0.95  0.331
H: -1.26 3.15 -1.54  0.278
H: -2.88 2.76 -0.93  0.262
H: -2.15 4.33 -0.48  0.361
H: -0.07 -0.13 -1.61  0.671
C: -1.26 0.20 -5.50  -1.367
C: -1.72 -1.07 -4.79  0.268
C: -3.20 -1.05 -4.41  -0.552
C: -3.46 0.07 -3.49  0.328
N: -3.66 0.94 -2.76  -0.494
H: -1.36 1.08 -4.85  0.316
H: -0.21 0.13 -5.77  0.364
H: -1.84 0.38 -6.41  0.372
H: -1.11 -1.22 -3.90  -0.329
H: -1.53 -1.93 -5.45  0.382
H: -3.48 -1.98 -3.93  0.325
H: -3.82 -0.92 -5.30  0.395
C: -1.08 2.13 7.47  -1.213
C: -0.23 1.57 6.33  -0.407
C: -0.78 0.26 5.76  0.046
C: -0.82 -0.77 6.81  0.140
N: -0.85 -1.58 7.63  -0.444
H: -1.10 1.45 8.32  0.343
H: -0.66 3.08 7.83  0.341
H: -2.10 2.31 7.14  0.320
H: 0.79 1.42 6.69  0.320
H: -0.18 2.31 5.53  0.273
H: -0.15 -0.09 4.95  0.072
H: -1.79 0.41 5.37  0.243
C: 1.20 -5.05 -3.03  -1.332
C: 1.49 -3.87 -2.11  -0.131
C: 0.36 -3.60 -1.11  -0.303
C: -0.89 -3.28 -1.84  0.230
N: -1.86 -3.02 -2.41  -0.463
H: 0.33 -4.86 -3.66  0.325
H: 2.05 -5.22 -3.70  0.394
H: 1.02 -5.96 -2.46  0.310
H: 1.67 -2.98 -2.71  0.036
H: 2.41 -4.07 -1.55  0.416
H: 0.61 -2.76 -0.47  0.138
H: 0.18 -4.47 -0.48  0.438

Properties
E_HOMO = -9.012 eV
Net charge = 0

The HOMO-LUMO gap results, record by record, are as follows: 9.1; 8.3; 8.8; 8.8; 4.9; 7.9 eV.
The electronic energy results, record by record, are as follows: -1741.7730; -1494.7465; -2366.2528; -1173.0387; -2344.7681; -1886.0792 a.u..
The strongest force on any atom results, record by record, are as follows: 0.2324; 0.0172; 0.0218; 0.0133; 0.3789; 0.0432 hartree/bohr.